[1]
A molecular structure, C35H46I2N2O4Sb2Tl, computed with wB97M-V/def2-TZVPD.

```
92
Properties=species:S:1:pos:R:3:lowdin_charge:R:1
Tl 0.1115 0.7658 0.4231 1.033
C 3.6217 -0.7429 0.5717 -0.057
O 2.7275 0.3410 0.8266 -0.354
C 3.3670 1.6210 0.8777 -0.172
C 3.1469 2.3613 -0.4163 -0.148
O 1.7549 2.6148 -0.6566 -0.269
C 1.3054 3.9406 -0.3480 -0.157
C 1.0316 4.1556 1.1153 -0.188
O 0.1226 3.1551 1.5592 -0.361
C -0.1956 3.2892 2.9527 -0.055
H 4.3765 -0.8095 1.3560 0.109
H 3.0330 -1.6595 0.5726 0.091
H 4.1224 -0.6242 -0.3929 0.082
H 2.9296 2.1605 1.7179 0.126
H 4.4377 1.5116 1.0605 0.147
H 3.7114 3.2960 -0.4143 0.148
H 3.4970 1.7520 -1.2515 0.130
H 2.0365 4.6769 -0.6869 0.145
H 0.3889 4.0817 -0.9211 0.127
H 1.9506 4.1150 1.7089 0.133
H 0.5950 5.1495 1.2453 0.151
H -0.6960 4.2392 3.1379 0.107
H -0.8628 2.4729 3.2193 0.091
H 0.7088 3.2333 3.5619 0.105
C 0.9895 -2.5398 -2.6703 -0.304
C -0.2914 -3.2188 -2.1831 -0.345
C -0.7108 -2.7765 -0.7853 -0.390
Sb -2.3505 -3.9498 -0.0069 1.637
C -2.8796 -5.2955 -1.5481 -0.401
C -2.6194 -6.6568 -1.4085 -0.114
C -2.9910 -7.5189 -2.4333 -0.044
C -3.6129 -7.0206 -3.5708 -0.036
C -3.8657 -5.6578 -3.6995 -0.053
C -3.5101 -4.7829 -2.6824 -0.144
C -3.9173 -2.5633 0.0261 -0.398
C -5.1914 -2.9583 -0.3845 -0.111
C -6.2090 -2.0136 -0.4209 -0.043
C -5.9606 -0.7060 -0.0159 -0.040
C -4.6989 -0.3328 0.4422 -0.064
C -3.6738 -1.2638 0.4769 -0.143
Sb 0.9073 -0.4529 -3.2101 1.713
C -0.4044 -0.4279 -4.8491 -0.394
C -0.8530 -1.6258 -5.4041 -0.120
C -1.6891 -1.5931 -6.5147 -0.054
C -2.0774 -0.3751 -7.0608 -0.045
C -1.6256 0.8177 -6.5065 -0.052
C -0.7917 0.7957 -5.3958 -0.142
C 2.7731 -0.1640 -4.1765 -0.372
C 3.9314 -0.6879 -3.5957 -0.130
C 5.1253 -0.6013 -4.2954 -0.050
C 5.1593 0.0349 -5.5331 -0.028
C 4.0023 0.5723 -6.0891 -0.040
C 2.7972 0.4971 -5.4047 -0.100
H 1.3381 -2.9957 -3.6014 0.082
H 1.7893 -2.6211 -1.9312 0.061
H -0.1063 -4.2967 -2.2124 0.120
H -1.1113 -3.0309 -2.8800 0.075
H -1.0771 -1.7432 -0.7932 -0.008
H 0.1053 -2.8656 -0.0616 0.017
H -2.1414 -7.0530 -0.5213 0.105
H -2.7999 -8.5801 -2.3339 0.124
H -3.9154 -7.6987 -4.3587 0.124
H -4.3565 -5.2765 -4.5869 0.117
H -3.7486 -3.7274 -2.7663 0.086
H -5.3957 -3.9820 -0.6758 0.109
H -7.2003 -2.3055 -0.7446 0.123
H -6.7634 0.0217 -0.0343 0.121
H -4.5267 0.6767 0.7972 0.115
H -2.7000 -0.9848 0.8670 0.061
H -0.5386 -2.5844 -5.0071 0.092
H -2.0182 -2.5212 -6.9666 0.118
H -2.7255 -0.3566 -7.9285 0.122
H -1.9120 1.7652 -6.9472 0.120
H -0.4467 1.7320 -4.9669 0.109
H 3.9069 -1.1846 -2.6322 0.082
H 6.0273 -1.0302 -3.8765 0.121
H 6.0987 0.1212 -6.0643 0.125
H 4.0347 1.0515 -7.0593 0.124
H 1.9016 0.9186 -5.8425 0.095
I -0.5614 -2.8636 2.9681 0.087
I -0.6376 -3.8269 5.4428 0.217
C -2.3152 2.8522 -2.0449 -0.030
N -3.0226 1.6827 -2.5507 0.057
C -2.5272 0.4344 -2.5385 -0.596
N -3.2828 -0.5341 -3.0923 0.229
O -1.4068 0.1620 -2.0220 -0.278
H -2.1689 3.5830 -2.8387 0.100
H -1.3459 2.5376 -1.6734 0.046
H -2.8728 3.3220 -1.2357 0.099
H -3.9466 1.8298 -2.9220 0.154
H -4.1263 -0.3367 -3.6028 0.129
H -2.8915 -1.4554 -3.1642 0.089
```

LUMO (spin up / spin down)	-10.16 / -10.01	eV
energy relative to the best compared isomer or geometry (same formula, charge and spin)	68.1	kJ/mol
net charge	+3

***

[2]
A molecular structure, C35H46IN4O2OsSi at a distorted geometry, computed with wB97M-V/def2-TZVPD.

```
90
Properties=species:S:1:pos:R:3:lowdin_charge:R:1
Os 1.3371 -0.9252 -0.1599 1.296
C -5.2015 -2.0847 -2.9523 -0.046
C -4.6387 -0.7303 -2.5245 -0.552
C -4.6577 0.2285 -3.7269 -0.020
C -5.5091 -0.1621 -1.3924 -0.022
C -3.2074 -0.8432 -2.0296 -0.110
C -2.4943 -2.0385 -2.0047 0.053
C -1.1912 -2.0631 -1.5447 -0.081
N -0.5633 -0.9671 -1.1111 -0.100
C -1.2421 0.2019 -1.0965 -0.214
C -2.5366 0.2893 -1.5533 0.075
C -0.5015 1.3289 -0.4869 -0.196
C -0.9365 2.6398 -0.5230 0.086
C -0.2089 3.6617 0.0860 -0.107
C 0.9779 3.2801 0.7189 0.041
C 1.3828 1.9681 0.7126 -0.068
N 0.6602 0.9930 0.1258 -0.085
C -0.6391 5.1167 0.0552 -0.553
C 0.3950 5.8916 -0.7814 -0.018
C -0.6578 5.6641 1.4917 -0.024
C -2.0236 5.2911 -0.5677 -0.048
H -6.2291 -1.9540 -3.2881 0.103
H -5.2184 -2.8002 -2.1274 0.094
H -4.6432 -2.5164 -3.7852 0.096
H -5.6762 0.3098 -4.1055 0.104
H -4.0262 -0.1382 -4.5377 0.099
H -4.3269 1.2326 -3.4563 0.085
H -6.5391 -0.0811 -1.7386 0.104
H -5.1917 0.8349 -1.0826 0.083
H -5.4995 -0.8186 -0.5200 0.088
H -2.9438 -2.9632 -2.3349 0.123
H -0.6268 -2.9848 -1.5086 0.116
H -3.0501 1.2391 -1.5228 0.123
H -1.8561 2.8713 -1.0376 0.113
H 1.6028 4.0095 1.2146 0.133
H 2.3034 1.6642 1.1894 0.111
H 1.3978 5.8193 -0.3581 0.088
H 0.1201 6.9459 -0.8017 0.105
H 0.4242 5.5320 -1.8115 0.097
H 0.3362 5.6875 1.9390 0.085
H -1.3170 5.0792 2.1354 0.099
H -1.0289 6.6883 1.4766 0.103
H -2.0441 4.9912 -1.6177 0.093
H -2.2987 6.3441 -0.5333 0.103
H -2.7913 4.7383 -0.0211 0.097
C 5.0648 0.3416 -0.5534 -0.175
Si 4.7124 -1.0259 0.6393 0.533
C 4.8514 -2.7825 0.0417 -0.140
C 5.9399 -0.8689 2.0133 -0.174
N 2.8517 -0.8360 1.0776 -0.124
C 2.4986 -0.7337 2.3988 -0.271
C 3.3364 -0.3121 3.4621 0.005
C 2.8572 -0.2778 4.7455 -0.011
C 1.5447 -0.6836 5.0300 0.021
C 0.6826 -1.0870 4.0230 0.045
C 1.1702 -1.0791 2.7340 -0.172
O 0.4365 -1.4432 1.6310 -0.155
C -0.8990 -1.9550 1.7869 -0.266
C -1.0420 -3.3236 1.8181 0.009
C -2.3292 -3.8307 1.9506 -0.028
C -3.4121 -2.9664 2.0467 -0.035
C -3.2219 -1.5890 2.0188 -0.033
C -1.9429 -1.0633 1.8886 -0.012
H 6.0688 0.1951 -0.9604 0.063
H 5.0867 1.2906 -0.0110 0.052
H 4.3735 0.4548 -1.3879 -0.069
H 5.4514 -2.8379 -0.8704 0.053
H 3.9132 -3.2985 -0.1122 0.014
H 5.4017 -3.3384 0.8031 0.056
H 6.8822 -1.1636 1.5361 0.070
H 5.7850 -1.5570 2.8452 0.060
H 6.0895 0.1423 2.3894 0.053
H 4.3398 0.0243 3.2648 0.079
H 3.4986 0.0625 5.5462 0.133
H 1.1922 -0.6751 6.0529 0.137
H -0.3302 -1.3949 4.2377 0.139
H -0.1782 -3.9732 1.7543 0.137
H -2.4810 -4.9007 1.9922 0.126
H -4.4096 -3.3682 2.1618 0.125
H -4.0672 -0.9214 2.1162 0.122
H -1.7649 0.0068 1.8959 0.134
N 2.1144 -4.2221 -2.7791 0.262
C 2.2423 -3.0238 -2.2491 -0.596
O 1.7767 -2.7862 -1.1083 -0.202
C 3.0353 -2.0060 -3.0167 -0.438
I 2.1180 -0.1114 -2.7947 1.271
H 1.6693 -4.9617 -2.2519 0.156
H 2.5211 -4.4585 -3.6719 0.150
H 3.1320 -2.2216 -4.0766 0.082
H 4.0190 -1.9112 -2.5600 0.061
```

LUMO (spin up / spin down)	-10.43 / -10.43	eV
energy relative to the best compared isomer or geometry (same formula, charge and spin)	14.3	kJ/mol
net charge	+3

***

[3]
6 unconnected molecules or ions with the total composition C35H47B4N5O5 at a distorted geometry, computed with wB97M-V/def2-TZVPD.

```
96
Properties=species:S:1:pos:R:3:lowdin_charge:R:1
C 0.0173 5.0101 -0.7814 -0.011
C -0.5447 3.8717 -0.0050 -0.020
B -1.4781 2.7802 -0.8433 -0.359
O -1.1577 1.3299 -0.6822 0.152
B -1.1814 0.6465 -1.9903 -0.381
C -0.7298 -0.9044 -2.2992 -0.087
C -0.2513 -1.7656 -0.9894 -0.218
C 1.2549 -1.4056 -0.4505 -0.205
C 2.4685 -2.2223 -1.2204 -0.199
C 3.7389 -2.2574 -0.1748 -0.227
C 5.1483 -1.6825 -0.7899 -0.245
C 5.1088 -0.1108 -1.2579 -0.255
C 5.1237 0.0071 -2.9253 -0.152
O -1.7114 1.4255 -3.1593 0.146
B -2.8807 2.1616 -2.6127 -0.251
B -4.4588 1.7666 -2.8867 -0.256
O -4.9512 1.2867 -4.2241 0.015
O -5.3946 1.9137 -1.7311 0.053
O -2.5552 3.3168 -1.7148 0.167
H 0.1508 6.0959 -0.3107 0.069
H 0.3220 4.8694 -1.9152 0.081
H -0.4004 3.6669 1.1397 0.081
H 0.1730 -0.8526 -3.0718 0.134
H -1.6741 -1.4460 -2.7871 0.129
H -1.0403 -1.5417 -0.1222 0.121
H -0.3201 -2.9158 -1.1951 0.107
H 1.4549 -0.2597 -0.5821 0.119
H 1.2862 -1.7088 0.6935 0.112
H 2.1007 -3.3402 -1.4159 0.091
H 2.7298 -1.7833 -2.2851 0.109
H 3.4958 -1.5819 0.7786 0.111
H 3.8733 -3.3626 0.2100 0.108
H 5.5671 -2.4137 -1.6259 0.113
H 5.9433 -1.7436 0.0986 0.107
H 4.2514 0.5230 -0.7644 0.107
H 6.1379 0.3715 -0.9132 0.101
H 4.8022 -1.0502 -3.3690 0.068
H 6.2332 0.2752 -3.2585 0.079
H 4.3426 0.8445 -3.2273 0.074
H -4.6596 0.3155 -4.2903 0.132
H -5.0086 1.3501 -0.9881 0.123
C 3.1020 5.2970 4.6123 -0.081
C 2.8177 6.1787 3.5749 -0.077
C 1.7106 5.9230 2.7818 -0.146
N 0.8912 4.8628 2.9548 0.054
C 1.1936 4.0234 3.9688 -0.142
C 2.2754 4.1969 4.8170 -0.074
H 3.9605 5.4654 5.2559 0.104
H 3.4428 7.0446 3.3886 0.101
H 1.4452 6.5836 1.9615 0.093
H 0.5210 3.1781 4.0855 0.091
H 2.4696 3.4916 5.6170 0.101
C 2.1621 -7.4596 -4.8781 -0.080
C 0.9168 -6.8402 -4.8711 -0.077
C 0.7124 -5.7888 -3.9920 -0.148
N 1.6526 -5.3311 -3.1365 0.051
C 2.8511 -5.9534 -3.1650 -0.150
C 3.1516 -7.0097 -4.0100 -0.076
H 2.3601 -8.2863 -5.5543 0.105
H 0.1245 -7.1679 -5.5345 0.101
H -0.2414 -5.2709 -3.9510 0.101
H 3.5887 -5.5684 -2.4664 0.099
H 4.1325 -7.4708 -3.9915 0.102
C -0.4777 0.8232 8.5223 -0.074
C 0.3700 -0.0593 7.8612 -0.071
C 0.3720 -0.0527 6.4755 -0.184
N -0.4057 0.7598 5.7269 0.059
C -1.2196 1.6043 6.3969 -0.153
C -1.2894 1.6738 7.7790 -0.074
H -0.5058 0.8477 9.6078 0.107
H 1.0142 -0.7357 8.4115 0.107
H 1.0184 -0.7205 5.9135 0.096
H -1.8360 2.2451 5.7726 0.102
H -1.9606 2.3734 8.2643 0.102
C -5.7569 4.6111 -6.3073 -0.075
C -6.0411 5.4929 -7.3447 -0.083
C -7.1482 5.2371 -8.1378 -0.159
N -7.9677 4.1770 -7.9648 0.047
C -7.6653 3.3375 -6.9508 -0.148
C -6.5834 3.5110 -6.1026 -0.068
H -4.8984 4.7795 -5.6637 0.104
H -5.4160 6.3587 -7.5309 0.099
H -7.4137 5.8977 -8.9581 0.098
H -8.3378 2.4922 -6.8341 0.101
H -6.3893 2.8057 -5.3026 0.080
C 0.2208 -5.0176 4.3028 -0.081
C 0.1664 -3.6568 4.5852 -0.070
C -0.3137 -3.2629 5.8240 -0.146
N -0.7366 -4.1248 6.7746 0.057
C -0.6735 -5.4394 6.4708 -0.154
C -0.2059 -5.9300 5.2623 -0.081
H 0.5924 -5.3645 3.3429 0.105
H 0.4904 -2.9206 3.8585 0.100
H -0.3727 -2.2123 6.0931 0.064
H -1.0213 -6.1113 7.2505 0.100
H -0.1757 -6.9970 5.0732 0.100
```

LUMO	-0.58	eV
structure (SMILES)	C=CB1OB(CCCCCCCC)OB(B(O)O)O1.c1ccncc1.c1ccncc1.c1ccncc1.c1ccncc1.c1ccncc1
net charge	0

***

Question: net charge of number 1 (C35H46I2N2O4Sb2Tl)?
Answer: +3